1.
99
Properties=species:S:1:pos:R:3:forces:R:3:lowdin_charge:R:1 method="wB97M-V/def2-TZVPD" spin_multiplicity=1 total_charge=0 gap_ha=0.3711 e_tot_ev=-522706.6329 smiles="O=S1(=O)CCCC1.O=S1(=O)CCCC1.O=S1(=O)CCCC1.O=S1(=O)CCCC1.O=S1(=O)CCCC1.BrCCBr.BrCCBr.BrCCBr" homo_energy_ev=-10.1146
O 6.2385 -0.4245 -7.8185 -0.18 0.87 -0.08 -0.339
S 5.5054 0.8278 -7.9312 2.91 -0.03 0.76 0.659
O 4.2747 0.8003 -8.6313 -1.36 0.45 -0.88 -0.313
C 5.2862 1.5190 -6.2755 1.06 0.10 -0.70 -0.214
C 5.7711 2.9858 -6.3324 -1.03 -0.25 -0.33 -0.220
C 6.9904 2.9894 -7.2367 1.00 -0.46 0.18 -0.246
C 6.6341 2.2249 -8.5046 -1.44 -0.09 -0.15 -0.189
H 6.0902 1.0076 -5.7464 -0.70 -0.54 0.55 0.101
H 4.2489 1.2272 -6.1109 0.19 0.40 0.90 0.104
H 4.9791 3.5933 -6.7704 0.01 0.23 -0.05 0.115
H 6.0299 3.4291 -5.3708 -0.21 -0.34 0.14 0.115
H 7.8340 2.5058 -6.7443 -0.04 -0.36 0.24 0.115
H 7.3705 4.0039 -7.3564 -0.31 0.08 -0.62 0.117
H 7.3964 1.8448 -9.1848 0.09 0.01 0.41 0.102
H 5.9386 2.8560 -9.0579 0.01 -0.07 -0.36 0.094
O 0.9609 -8.7513 4.8609 -0.94 -0.30 -0.56 -0.340
S 0.8194 -8.8413 3.4163 2.06 -0.11 0.88 0.684
O 0.1605 -7.7810 2.6918 -0.06 -0.70 0.08 -0.326
C 2.5413 -9.0712 2.8793 0.48 -0.58 -1.28 -0.216
C 2.7573 -10.6264 2.8469 -0.40 1.13 1.28 -0.226
C 1.5305 -11.2693 2.2672 -0.66 0.88 -1.20 -0.223
C 0.2839 -10.5136 2.8863 -0.11 -1.05 -0.51 -0.191
H 3.2787 -8.4904 3.4334 -0.49 -0.30 0.87 0.102
H 2.6630 -8.5967 1.9055 -0.41 -0.43 -0.51 0.094
H 3.7047 -10.9767 2.4371 -0.12 0.26 -0.11 0.117
H 2.6581 -10.9850 3.8714 0.86 0.29 0.46 0.111
H 1.6201 -12.3481 2.3949 -0.70 0.03 0.48 0.113
H 1.5141 -11.1431 1.1846 -0.15 0.20 -0.15 0.108
H -0.1730 -11.1010 3.6828 0.37 0.43 0.53 0.099
H -0.5398 -10.4018 2.1812 0.27 0.27 -0.25 0.092
O -8.2078 6.8154 -2.0835 0.78 0.48 0.24 -0.342
S -7.0585 5.9975 -2.4000 0.44 -1.55 -1.88 0.733
O -5.7223 6.4653 -2.8164 -1.77 0.04 1.39 -0.365
C -6.9799 4.6319 -1.0932 1.30 0.20 -0.75 -0.192
C -7.2956 3.3600 -1.9071 -1.01 0.36 -0.79 -0.208
C -8.2909 3.7606 -3.0697 1.14 -0.94 0.28 -0.226
C -7.5799 4.8684 -3.8109 0.36 1.05 1.10 -0.225
H -7.5279 4.9169 -0.1952 -0.73 -0.15 -0.54 0.097
H -5.9487 4.5710 -0.7455 0.16 0.25 -0.23 0.087
H -6.4022 3.0095 -2.4239 0.27 0.19 0.18 0.108
H -7.6398 2.4938 -1.3419 -0.23 0.33 0.29 0.110
H -9.2597 4.0446 -2.6588 0.00 0.13 -0.24 0.116
H -8.3816 2.9227 -3.7610 -0.38 -0.18 0.21 0.109
H -8.1350 5.3866 -4.5928 -0.28 0.33 0.52 0.104
H -6.6258 4.6157 -4.2734 -0.03 -0.55 0.21 0.094
O 2.6289 10.3425 0.7217 0.82 -3.09 1.06 -0.368
S 2.8972 8.8964 1.0444 -1.04 1.81 -2.33 0.743
O 3.4855 8.4542 2.2909 -0.25 0.47 -0.50 -0.341
C 1.3455 7.9957 0.6604 -0.54 -0.82 0.97 -0.224
C 1.4687 7.2385 -0.6631 -0.49 0.45 -0.30 -0.216
C 2.7000 7.7556 -1.3988 0.19 -0.05 -0.60 -0.236
C 3.7709 8.1145 -0.4135 0.41 0.61 1.78 -0.220
H 0.4888 8.6665 0.7250 0.37 0.35 -0.27 0.102
H 1.1478 7.2426 1.4232 0.39 0.24 0.42 0.096
H 1.4673 6.1551 -0.5429 0.47 0.04 0.39 0.112
H 0.5599 7.4024 -1.2421 0.10 0.23 -0.19 0.113
H 2.4606 8.6480 -1.9770 -0.12 0.01 -0.01 0.121
H 3.0818 7.0117 -2.0981 -0.03 0.01 -0.07 0.115
H 4.5424 8.7996 -0.7649 -0.21 0.08 -0.02 0.105
H 4.2706 7.2897 0.0945 -0.06 -0.35 -0.32 0.098
O -6.6597 -2.8237 7.8626 0.43 0.53 -1.09 -0.356
S -5.9309 -2.9442 6.6006 -1.07 -1.22 -0.67 0.724
O -6.6814 -3.4003 5.3899 1.86 1.04 2.28 -0.365
C -4.8750 -1.4508 6.2874 0.45 -1.14 -0.38 -0.177
C -3.4075 -2.0711 6.2103 -0.72 2.17 -0.10 -0.229
C -3.3015 -3.0511 7.2980 -0.83 -2.34 0.59 -0.239
C -4.4993 -4.0155 6.9987 0.19 -0.03 0.25 -0.219
H -5.1005 -0.8406 7.1620 0.56 0.02 0.10 0.093
H -5.1411 -0.8833 5.3956 -0.25 -0.40 -0.02 0.095
H -3.2032 -2.6070 5.2834 -0.37 0.36 -0.30 0.122
H -2.6840 -1.2616 6.3074 0.03 0.07 -0.14 0.113
H -3.3674 -2.6696 8.3169 -0.30 0.32 -0.11 0.121
H -2.3893 -3.6475 7.2879 0.13 0.10 -0.25 0.117
H -4.6996 -4.6755 7.8427 -0.53 0.28 -0.01 0.101
H -4.3737 -4.6657 6.1329 0.42 0.24 -0.17 0.099
Br 0.8710 -6.9684 -4.2483 -0.93 0.08 -0.64 0.566
C -0.2974 -6.2690 -5.7283 0.61 0.32 -0.05 -0.657
C 0.6619 -6.0274 -6.8838 -0.09 0.14 0.67 -0.724
Br -0.3004 -5.0061 -8.2610 0.37 -0.49 0.19 0.605
H -0.7699 -5.3633 -5.3481 0.26 -0.10 0.01 0.046
H -1.0774 -6.9492 -6.0704 0.20 -0.34 0.61 0.062
H 1.0224 -7.0036 -7.2081 -0.18 0.26 -0.62 0.059
H 1.5297 -5.4460 -6.5723 -0.25 0.14 -0.16 0.043
Br 2.5326 -2.0657 -0.7959 -0.90 0.36 -0.33 0.568
C 0.5324 -1.8817 -0.9286 0.50 -0.98 0.21 -0.652
C 0.0918 -1.0873 0.2430 0.14 1.41 0.59 -0.720
Br -1.8603 -0.7578 0.1782 0.62 -0.31 0.12 0.585
H 0.2355 -2.9299 -0.8925 -0.27 0.28 -0.16 0.052
H 0.1860 -1.3724 -1.8279 0.59 -0.31 -0.18 0.062
H 0.5379 -0.0971 0.1510 -0.23 0.09 -0.04 0.045
H 0.4102 -1.4143 1.2328 -0.46 -0.55 -0.20 0.060
Br 3.1996 6.0199 8.6032 -0.12 0.15 -0.27 0.618
C 2.3752 4.4294 7.8585 0.60 -1.02 -0.82 -0.700
C 3.2176 3.9388 6.6111 -1.31 -0.33 1.33 -0.591
Br 2.2992 2.3337 5.7158 0.67 1.30 0.75 0.491
H 1.3116 4.5696 7.6654 0.27 0.33 -0.14 0.051
H 2.4856 3.7184 8.6773 -0.15 -0.15 -0.32 0.040
H 4.1423 3.5594 7.0459 0.05 0.03 -0.64 0.045
H 3.3491 4.7108 5.8529 -0.02 -0.29 0.11 0.047

***

2.
94
Properties=species:S:1:pos:R:3:forces:R:3:lowdin_charge:R:1 method="wB97M-V/def2-TZVPD" spin_multiplicity=1 total_charge=+1 gap_ha=0.2019 e_tot_ev=-73521.6742 homo_energy_ev=-10.3457
C 11.4433 -2.5975 2.3089 -0.55 0.45 0.25 -0.166
Si 9.8471 -2.0263 1.4795 1.07 0.72 -1.13 0.454
C 9.2672 -0.4856 2.4095 0.09 -0.83 0.29 -0.176
C 10.3508 -1.4494 -0.2600 -0.18 -0.23 0.31 -0.163
O 8.6742 -3.2390 1.3179 0.00 0.95 0.62 -0.196
C 7.7602 -3.3233 2.3847 -0.92 -0.90 0.39 -0.257
C 6.6130 -4.2859 2.0230 1.66 -0.13 -0.79 -0.098
O 5.6146 -3.5366 1.2629 -1.09 0.09 1.34 0.022
C 4.3768 -4.0408 1.4028 -0.23 -0.56 -1.04 -0.447
O 4.0824 -5.2072 1.3648 0.04 0.83 0.39 0.179
C 3.3060 -2.9562 1.5804 1.22 -0.19 0.33 -0.037
C 3.4175 -2.1662 2.7369 -0.58 -0.18 -0.89 0.066
C 2.4885 -1.1690 2.8991 0.80 0.12 0.95 -0.059
N 1.5342 -0.9654 1.9814 -0.11 0.23 0.40 -0.439
Cl 0.4426 0.3118 2.2443 0.10 -0.14 0.05 0.910
C 1.4061 -1.7257 0.8903 -0.49 -0.09 -1.00 -0.044
C 2.2915 -2.7438 0.6507 0.58 -0.44 0.42 0.067
H 11.8942 -3.4775 1.8372 -0.12 0.12 0.29 0.037
H 12.1407 -1.7455 2.2192 -0.17 -0.32 -0.08 0.043
H 11.2737 -2.7205 3.3906 0.24 -0.34 -0.31 0.031
H 9.1902 -0.7458 3.4797 -0.27 0.36 -0.29 0.034
H 8.3275 -0.0857 2.0083 0.23 0.06 0.26 0.034
H 10.0795 0.2516 2.3206 -0.34 -0.14 -0.08 0.042
H 11.2386 -2.0244 -0.5657 -0.38 0.15 -0.19 0.032
H 10.6363 -0.3866 -0.2406 -0.04 -0.30 0.10 0.033
H 9.5391 -1.5488 -0.9935 0.31 -0.12 0.09 0.029
H 7.2825 -2.3660 2.6597 0.38 -0.05 -0.16 0.112
H 8.2360 -3.7334 3.2977 -0.06 0.16 -0.30 0.135
H 6.1971 -4.7684 2.9174 -0.22 0.26 -0.38 0.139
H 7.0325 -5.0318 1.3324 -0.23 -0.02 0.44 0.144
H 4.1978 -2.3120 3.4784 -0.14 0.04 -0.21 0.148
H 2.5550 -0.5120 3.7649 -0.43 0.02 -0.36 0.145
H 0.6078 -1.4853 0.1904 0.11 0.08 0.33 0.150
H 2.2311 -3.3812 -0.2292 -0.18 0.29 0.15 0.154
C -1.7854 1.4236 0.0865 0.11 -0.03 0.00 -0.040
C -2.1169 2.2677 -1.1203 -0.12 0.23 -0.33 -0.524
O -1.2418 2.7935 -1.8035 -0.04 -0.35 0.69 -0.007
N -3.4180 2.4304 -1.4270 0.20 -0.11 0.19 0.031
C -4.5751 1.8850 -0.7332 0.01 0.40 -0.41 -0.064
H -0.7058 1.3874 0.2059 -0.08 0.21 -0.28 0.013
H -2.2205 1.8632 0.9862 -0.10 -0.16 0.02 0.092
H -2.1561 0.4057 -0.0500 -0.15 0.04 0.17 0.089
H -3.5710 3.0061 -2.2420 -0.01 0.03 0.04 0.152
H -5.1407 1.2685 -1.4309 -0.08 -0.12 0.20 0.084
H -5.2049 2.7119 -0.4003 -0.08 -0.11 0.10 0.093
H -4.2921 1.2840 0.1215 -0.02 -0.05 -0.07 0.049
C -7.7657 -0.5052 -0.1058 0.07 0.00 -0.14 -0.005
C -6.7744 -0.5426 1.0258 0.15 -0.03 0.07 -0.539
O -5.5600 -0.5317 0.8353 0.00 -0.06 0.01 -0.013
N -7.2670 -0.5896 2.2847 -0.05 0.04 -0.30 0.014
C -8.6583 -0.6123 2.7026 0.33 0.02 0.35 -0.067
H -7.2294 -0.4700 -1.0515 0.11 0.03 0.09 0.077
H -8.3864 -1.4030 -0.0902 -0.13 0.13 0.06 0.049
H -8.3918 0.3853 -0.0299 -0.11 -0.09 0.00 0.091
H -6.5530 -0.6115 2.9956 -0.04 -0.01 0.02 0.137
H -8.8493 0.2521 3.3412 -0.17 -0.03 -0.03 0.083
H -8.8402 -1.5211 3.2767 -0.20 0.01 -0.07 0.084
H -9.3329 -0.5877 1.8542 0.08 -0.07 -0.03 0.076
C 1.0473 7.1453 1.0935 -0.01 0.06 0.07 -0.014
C -0.1383 6.2163 1.1888 -0.27 -0.12 0.12 -0.561
O -0.8813 6.2098 2.1611 0.10 0.01 0.05 0.015
N -0.3621 5.3733 0.1507 0.34 0.20 0.20 0.018
C 0.3964 5.2242 -1.0799 -0.33 -0.18 0.04 -0.076
H 1.0943 7.7528 1.9931 -0.10 -0.07 0.01 0.081
H 1.9727 6.5731 1.0120 0.02 0.08 -0.14 0.080
H 0.9424 7.8069 0.2330 0.14 -0.06 -0.05 0.086
H -1.1697 4.7852 0.2813 -0.03 0.03 -0.13 0.124
H -0.2649 5.4205 -1.9231 0.19 -0.06 -0.15 0.066
H 0.7508 4.1948 -1.1397 0.11 0.07 -0.22 0.070
H 1.2438 5.9024 -1.1213 -0.06 0.06 0.15 0.077
C -0.2191 3.3678 -4.4933 -0.27 -0.04 0.03 -0.017
C -0.3533 4.8396 -4.7974 -0.08 0.12 0.01 -0.545
O -1.0920 5.5713 -4.1544 -0.01 -0.05 0.01 0.019
N 0.3807 5.3458 -5.8249 -0.04 -0.24 0.17 0.004
C 1.3043 4.6474 -6.6979 -0.11 0.52 -0.04 -0.079
H -0.8656 3.1166 -3.6472 0.30 0.25 -0.42 0.039
H -0.5270 2.7770 -5.3592 0.20 -0.03 -0.04 0.085
H 0.8116 3.1278 -4.2245 0.00 -0.10 -0.11 0.087
H 0.2401 6.3336 -5.9697 0.01 -0.02 -0.03 0.139
H 2.2921 5.1033 -6.6079 0.08 -0.17 -0.10 0.082
H 0.9642 4.7500 -7.7300 0.14 -0.16 -0.05 0.083
H 1.3734 3.5939 -6.4484 -0.06 0.03 0.05 0.070
C -8.9551 -5.5753 1.0147 -0.02 0.03 0.07 -0.007
C -9.0295 -4.3963 0.0778 -0.05 0.17 -0.05 -0.538
O -9.3678 -3.2839 0.4600 0.01 -0.05 0.09 0.014
N -8.7067 -4.6035 -1.2236 0.00 -0.13 0.31 0.011
C -8.2868 -5.8388 -1.8596 -0.06 0.44 -0.26 -0.071
H -9.2406 -5.2537 2.0124 -0.01 0.09 -0.07 0.083
H -9.6420 -6.3592 0.6935 0.12 -0.09 0.00 0.088
H -7.9371 -5.9652 1.0538 -0.06 -0.13 -0.04 0.086
H -8.7790 -3.7742 -1.7922 -0.01 -0.04 -0.04 0.140
H -7.2984 -5.6932 -2.2988 0.01 -0.20 -0.01 0.084
H -8.9912 -6.0849 -2.6556 0.08 -0.19 0.00 0.086
H -8.2457 -6.6609 -1.1532 -0.03 0.06 0.04 0.073

***

3.
98
Properties=species:S:1:pos:R:3:forces:R:3:mulliken_spin:R:1 method="wB97M-V/def2-TZVPD" spin_multiplicity=4 total_charge=0 gap_ha="0.1674 / 0.2827" e_tot_ev=-113659.1482 s2=3.76 homo_energy_ev="-4.5975 / -7.7598"
Pt -2.0775 3.9577 1.4798 -1.10 -0.23 1.14 4.004
C -1.2969 0.5442 1.2357 0.79 1.92 -0.99 0.002
O 0.0906 0.6251 0.6460 -2.17 -0.80 -0.51 0.001
O -1.8283 1.8066 1.4617 0.09 -3.98 -0.69 -0.322
C -2.1341 -0.6078 0.4214 0.53 1.16 1.03 0.012
F -1.4464 -1.8079 0.4526 -0.34 1.02 -0.28 0.001
F -3.3308 -0.8769 0.9841 0.35 0.25 0.15 0.001
F -2.3874 -0.2940 -0.8443 0.15 -0.10 -0.73 0.000
C 0.3151 1.1676 -0.6785 -0.11 0.09 1.08 -0.012
C 1.7948 1.1885 -0.6574 1.56 0.53 -0.07 0.003
H 2.2898 1.7829 -1.4253 -0.24 0.01 -0.27 0.000
H 2.1337 1.6000 0.2933 0.07 -0.13 0.08 -0.001
H 2.1402 0.1585 -0.7464 0.24 0.05 0.15 0.000
H -0.1553 2.1443 -0.7923 0.00 0.11 0.19 0.001
H 0.0728 0.5657 -1.5543 -0.88 -0.48 0.26 0.001
H -1.0580 -0.0677 2.1055 -0.03 0.37 0.79 0.006
C -4.6527 -5.3219 -1.0434 0.15 -0.50 0.21 0.000
S -5.8717 -4.6440 0.1635 -0.81 1.80 -0.80 0.000
O -6.5465 -5.7111 0.9362 0.70 -0.38 0.18 0.000
C -4.9731 -3.4681 1.2899 0.67 -0.01 0.33 0.000
H -4.2428 -6.2848 -0.7386 0.23 0.18 0.43 0.000
H -3.8766 -4.6257 -1.3613 0.04 0.18 0.52 0.000
H -5.2038 -5.5477 -1.9563 -0.47 0.17 0.19 0.000
H -5.4634 -2.4980 1.3721 -0.72 -0.25 -0.60 0.000
H -3.9720 -3.1726 0.9759 0.11 -0.59 -0.24 0.000
H -4.9301 -3.8023 2.3265 0.07 -0.71 -0.20 0.000
C -2.0714 2.7907 -2.7992 -0.15 0.28 0.21 0.013
S -3.1858 3.6325 -1.5728 0.33 0.04 -0.85 0.010
O -2.2314 4.2995 -0.5542 -1.19 -0.01 -3.75 -0.092
C -3.8312 5.0286 -2.6234 0.58 0.62 1.32 0.005
H -2.5092 2.5156 -3.7588 -0.77 -0.10 0.32 0.001
H -1.7400 1.8984 -2.2682 0.10 0.13 -0.18 -0.001
H -1.2274 3.4035 -3.1161 0.09 0.18 0.62 0.005
H -3.4381 5.8395 -2.0103 0.64 0.29 -0.39 0.003
H -4.8855 5.2768 -2.5005 -0.28 -1.04 -0.33 0.004
H -3.4688 5.0822 -3.6500 -0.07 -0.22 0.20 0.000
C 0.8146 5.5196 -1.7055 -0.53 -0.11 0.71 0.001
S 1.2771 4.6887 -0.0825 -0.47 1.18 0.75 0.033
O 0.0019 4.3410 0.6617 2.41 0.68 -1.44 -0.428
C 1.9727 6.2413 0.8486 -0.11 -0.33 -1.32 -0.007
H 0.1851 6.3724 -1.4514 0.13 0.09 -0.03 0.004
H 0.1915 4.8311 -2.2763 0.06 -0.30 0.39 0.002
H 1.6340 5.7931 -2.3703 0.36 0.03 0.55 0.000
H 2.9388 6.5860 0.4801 0.26 -0.63 -0.41 0.001
H 2.1264 6.0202 1.9048 -0.63 -0.13 -0.15 0.001
H 1.3392 7.0980 0.6190 -0.53 -0.29 0.55 0.002
C 3.3583 1.8853 -4.7977 0.66 -0.57 -0.72 0.000
S 2.1267 0.8133 -4.0452 -1.03 -0.23 -1.10 0.000
O 0.9078 1.6516 -3.8390 0.09 0.15 0.34 0.000
C 1.6871 -0.1202 -5.5782 0.46 -0.07 -0.38 0.000
H 3.1307 2.0679 -5.8480 -0.53 0.58 0.20 0.000
H 4.2959 1.3368 -4.8876 0.16 -0.16 0.52 0.000
H 3.5158 2.7762 -4.1897 -0.25 -0.10 -0.12 0.000
H 2.5671 -0.4995 -6.0976 0.22 -0.17 0.30 0.000
H 1.1846 0.5142 -6.3084 -0.02 0.53 0.39 0.000
H 1.0013 -0.9479 -5.3971 0.17 0.06 0.50 0.000
C 2.0160 3.3354 3.5722 -0.08 0.51 -0.91 0.011
S 0.3611 3.7385 4.2172 -0.30 -0.79 -0.54 0.026
O -0.5802 3.8955 3.0304 1.95 -0.04 2.87 -0.294
C -0.0853 2.0695 4.9279 -0.21 1.23 -0.50 0.001
H 2.5280 2.7173 4.3097 0.23 0.20 -0.30 0.002
H 2.5292 4.2482 3.2698 0.20 0.53 1.26 0.000
H 2.0318 2.9651 2.5471 -0.84 -1.32 0.23 -0.002
H -0.5151 1.5948 4.0459 0.03 -0.36 0.17 -0.002
H -0.8620 2.3446 5.6415 -0.09 -0.30 -0.06 0.001
H 0.7012 1.5087 5.4329 0.10 0.20 -0.27 0.001
C -1.3111 -4.8469 1.8322 0.74 0.26 -0.56 0.000
C -2.3124 -5.4560 2.6658 2.23 1.32 -1.44 0.000
N -3.1057 -5.9377 3.2968 -2.49 -1.49 2.01 0.000
H -1.4512 -3.7681 1.7635 -0.26 -0.16 -0.19 0.000
H -1.3297 -5.3236 0.8522 -0.05 0.24 -0.12 0.000
H -0.2975 -4.9675 2.2144 -0.15 -0.25 0.25 0.000
C 0.1566 -2.7810 -2.9132 -0.72 0.17 0.85 0.000
C 0.4091 -3.8978 -2.0147 0.74 0.45 -0.66 0.000
N 0.7122 -4.7540 -1.3242 -0.05 -0.70 0.59 0.000
H -0.8293 -2.9745 -3.3358 0.20 0.28 -0.55 0.000
H 0.9543 -2.5810 -3.6287 -0.18 -0.39 0.00 0.000
H 0.0484 -1.9128 -2.2631 -0.02 0.25 -0.11 0.000
N -1.2863 -2.9245 6.1621 -1.42 -1.80 2.02 0.000
C -0.2365 -3.8024 6.1875 0.82 0.98 -1.47 0.000
C 0.3944 -3.5612 4.9612 1.27 -1.13 0.90 0.000
C -0.3667 -2.7111 4.1642 -0.38 0.34 1.03 0.000
C -1.4471 -2.3760 4.9740 0.06 1.48 -3.05 -0.001
H -2.0307 -2.9556 6.8440 0.09 0.02 -0.13 0.000
H -0.0978 -4.5395 6.9646 0.21 0.45 0.07 0.000
H 1.4040 -3.8278 4.6857 -0.11 -0.65 0.07 0.000
H -0.0293 -2.3836 3.1919 -0.52 0.23 0.03 0.000
H -2.3262 -1.8329 4.6600 0.02 0.20 0.50 0.000
N 6.2985 -2.9182 -1.9587 -1.57 -1.67 -1.32 0.000
C 4.9596 -2.9042 -2.3626 0.21 -0.79 0.18 0.000
C 4.3138 -1.8766 -1.7074 1.34 0.34 0.16 0.000
C 5.3579 -1.1908 -0.9927 -0.30 0.10 0.89 0.000
C 6.4778 -1.9500 -1.0860 1.81 1.73 0.27 0.000
H 7.0172 -3.6057 -2.1342 -0.56 -0.02 -0.33 0.000
H 4.6081 -3.6926 -3.0116 -0.16 0.10 0.14 0.000
H 3.2658 -1.6479 -1.5816 0.05 -0.09 -0.63 0.000
H 5.3924 -0.2628 -0.4413 -0.67 -0.10 0.10 0.000
H 7.5059 -1.7995 -0.7915 -0.19 0.40 0.51 0.000